{
  "formula": "C69H175N13O15",
  "method": "ωB97M-V with the def2-TZVPD basis set",
  "elements": ["C", "C", "C", "C", "C", "C", "N", "O", "C", "C", "C", "H", "H", "H", "H", "H", "H", "H", "H", "H", "H", "H", "H", "H", "H", "H", "H", "H", "H", "H", "C", "C", "C", "C", "C", "C", "N", "O", "C", "C", "C", "H", "H", "H", "H", "H", "H", "H", "H", "H", "H", "H", "H", "H", "H", "H", "H", "H", "H", "H", "C", "C", "C", "C", "C", "C", "N", "O", "C", "C", "C", "H", "H", "H", "H", "H", "H", "H", "H", "H", "H", "H", "H", "H", "H", "H", "H", "H", "H", "H", "C", "O", "H", "H", "H", "H", "C", "O", "H", "H", "H", "H", "C", "C", "C", "O", "C", "N", "H", "H", "H", "H", "H", "H", "H", "H", "H", "H", "H", "C", "C", "C", "O", "C", "N", "H", "H", "H", "H", "H", "H", "H", "H", "H", "H", "H", "C", "C", "C", "O", "C", "N", "H", "H", "H", "H", "H", "H", "H", "H", "H", "H", "H", "C", "C", "C", "O", "C", "N", "H", "H", "H", "H", "H", "H", "H", "H", "H", "H", "H", "C", "C", "C", "O", "C", "N", "H", "H", "H", "H", "H", "H", "H", "H", "H", "H", "H", "C", "C", "C", "O", "C", "N", "H", "H", "H", "H", "H", "H", "H", "H", "H", "H", "H", "C", "C", "C", "O", "C", "N", "H", "H", "H", "H", "H", "H", "H", "H", "H", "H", "H", "C", "C", "C", "O", "C", "N", "H", "H", "H", "H", "H", "H", "H", "H", "H", "H", "H", "C", "C", "C", "O", "C", "N", "H", "H", "H", "H", "H", "H", "H", "H", "H", "H", "H", "C", "C", "C", "O", "C", "N", "H", "H", "H", "H", "H", "H", "H", "H", "H", "H", "H"],
  "coordinates": [[2.07, -2.97, -4.11], [3.31, -3.46, -4.90], [2.79, -4.16, -6.17], [2.30, -3.19, -7.27], [3.38, -2.17, -7.58], [3.89, -1.42, -6.33], [4.20, -2.36, -5.25], [4.70, -1.68, -4.12], [5.12, -0.66, -6.81], [2.73, -0.46, -5.95], [4.05, -4.48, -4.04], [1.66, -3.81, -3.54], [1.25, -2.56, -4.70], [2.26, -2.19, -3.38], [3.57, -4.74, -6.66], [1.93, -4.77, -5.88], [1.36, -2.79, -6.86], [1.93, -3.77, -8.12], [3.13, -1.46, -8.36], [4.22, -2.73, -8.02], [4.79, 0.10, -7.53], [5.58, -0.09, -6.00], [5.83, -1.33, -7.29], [2.83, 0.41, -6.61], [1.71, -0.81, -6.09], [2.83, -0.10, -4.93], [3.46, -5.38, -3.88], [4.24, -4.15, -3.02], [4.97, -4.74, -4.57], [5.66, -1.76, -4.21], [0.05, -1.27, -0.92], [-0.67, -0.38, 0.11], [-2.15, -0.82, 0.10], [-2.36, -2.13, 0.88], [-1.89, -1.99, 2.30], [-0.42, -1.50, 2.43], [-0.14, -0.41, 1.47], [1.17, 0.08, 1.66], [-0.29, -1.04, 3.91], [0.48, -2.74, 2.15], [-0.69, 1.06, -0.40], [0.99, -0.80, -1.22], [-0.53, -1.37, -1.85], [0.14, -2.28, -0.52], [-2.77, -0.04, 0.55], [-2.49, -1.05, -0.91], [-1.79, -2.88, 0.34], [-3.42, -2.36, 0.76], [-2.02, -3.00, 2.72], [-2.60, -1.49, 2.96], [-0.15, -1.91, 4.55], [0.51, -0.33, 4.12], [-1.22, -0.52, 4.10], [0.61, -3.30, 3.07], [0.21, -3.37, 1.30], [1.47, -2.37, 1.88], [-1.22, 1.81, 0.19], [-1.08, 1.10, -1.42], [0.33, 1.46, -0.42], [1.73, -0.55, 1.16], [-4.97, 5.76, 3.74], [-4.71, 4.30, 4.10], [-5.49, 3.45, 3.10], [-5.10, 1.97, 3.06], [-3.56, 1.84, 2.96], [-2.72, 2.69, 3.94], [-3.28, 4.03, 3.96], [-2.39, 4.93, 4.60], [-2.71, 2.04, 5.34], [-1.33, 2.67, 3.31], [-5.26, 4.09, 5.54], [-4.46, 6.47, 4.38], [-6.05, 5.93, 3.75], [-4.71, 5.95, 2.69], [-6.57, 3.60, 3.23], [-5.23, 3.87, 2.12], [-5.58, 1.50, 2.20], [-5.48, 1.47, 3.95], [-3.32, 1.97, 1.90], [-3.46, 0.77, 3.18], [-3.67, 1.56, 5.55], [-1.88, 1.34, 5.41], [-2.54, 2.80, 6.10], [-0.99, 1.64, 3.20], [-1.31, 3.10, 2.31], [-0.59, 3.07, 4.01], [-6.32, 4.36, 5.59], [-4.82, 4.88, 6.15], [-5.15, 3.08, 5.93], [-2.29, 5.61, 3.92], [3.43, -2.49, -0.54], [3.31, -1.17, -0.04], [2.54, -2.82, -1.07], [4.34, -2.50, -1.16], [3.67, -3.25, 0.20], [3.34, -0.52, -0.80], [0.40, -4.75, 5.55], [0.39, -5.64, 4.46], [1.31, -4.15, 5.54], [-0.48, -4.10, 5.55], [0.32, -5.31, 6.49], [-0.52, -6.03, 4.33], [-2.44, -5.67, 1.99], [-2.51, -6.93, 2.85], [-1.40, -7.89, 2.40], [-1.61, -9.15, 3.01], [-0.55, -10.03, 2.75], [-2.23, -6.51, 4.23], [-3.21, -4.96, 2.28], [-2.66, -5.92, 0.95], [-1.46, -5.19, 2.07], [-3.52, -7.35, 2.80], [-0.41, -7.50, 2.68], [-1.45, -7.99, 1.31], [0.36, -9.63, 3.22], [-0.45, -10.26, 1.68], [-0.77, -11.00, 3.20], [-2.74, -7.15, 4.84], [-2.73, -5.66, 4.48], [-7.04, -0.57, -6.50], [-5.63, 0.01, -6.47], [-4.72, -0.70, -5.44], [-5.39, -0.79, -4.20], [-4.76, -1.77, -3.36], [-5.01, -0.14, -7.79], [-7.54, -0.64, -5.53], [-6.99, -1.57, -6.94], [-7.70, -0.01, -7.17], [-5.59, 1.06, -6.19], [-3.79, -0.15, -5.27], [-4.42, -1.67, -5.86], [-5.02, -2.77, -3.73], [-5.21, -1.64, -2.38], [-3.70, -1.52, -3.35], [-5.66, 0.05, -8.53], [-4.75, -1.12, -7.91], [-2.93, 6.20, -1.60], [-3.36, 5.22, -0.49], [-3.88, 3.89, -0.99], [-5.10, 4.03, -1.68], [-5.57, 2.76, -2.08], [-2.19, 4.96, 0.39], [-3.84, 6.23, -2.22], [-2.08, 5.90, -2.21], [-2.75, 7.19, -1.20], [-4.16, 5.64, 0.12], [-3.99, 3.25, -0.10], [-3.14, 3.36, -1.60], [-5.44, 2.05, -1.25], [-4.95, 2.35, -2.88], [-6.61, 2.69, -2.37], [-2.34, 4.15, 0.99], [-2.08, 5.75, 1.02], [-4.50, -3.19, 5.15], [-4.45, -3.61, 6.62], [-3.61, -4.83, 6.93], [-4.13, -6.01, 6.35], [-5.28, -6.57, 6.93], [-4.02, -2.47, 7.46], [-5.12, -3.92, 4.62], [-3.50, -3.25, 4.73], [-4.97, -2.22, 4.99], [-5.48, -3.80, 6.95], [-3.51, -4.92, 8.02], [-2.59, -4.68, 6.58], [-5.21, -6.60, 8.02], [-5.44, -7.55, 6.49], [-6.15, -5.96, 6.70], [-4.18, -2.59, 8.45], [-4.52, -1.64, 7.17], [3.54, 0.33, 4.85], [4.09, 0.32, 3.43], [5.40, 1.08, 3.34], [5.29, 2.38, 3.86], [6.42, 3.16, 3.63], [4.24, -1.07, 3.02], [4.27, -0.06, 5.57], [2.69, -0.35, 4.93], [3.26, 1.31, 5.23], [3.43, 0.88, 2.75], [5.86, 1.04, 2.35], [6.10, 0.53, 4.00], [7.33, 2.55, 3.74], [6.58, 3.99, 4.32], [6.47, 3.47, 2.58], [3.26, -1.37, 2.99], [4.51, -1.07, 2.03], [5.11, 1.96, -3.51], [4.64, 1.35, -2.20], [4.15, 2.45, -1.25], [5.19, 3.43, -1.09], [4.79, 4.44, -0.18], [3.55, 0.37, -2.32], [5.33, 1.18, -4.25], [5.95, 2.63, -3.38], [4.28, 2.52, -3.95], [5.41, 0.81, -1.64], [3.88, 2.00, -0.30], [3.37, 3.02, -1.75], [5.20, 5.42, -0.42], [5.11, 4.12, 0.81], [3.70, 4.56, -0.15], [2.82, 0.81, -2.89], [3.83, -0.39, -2.95], [0.76, 6.67, -1.75], [0.85, 5.36, -2.53], [2.27, 5.15, -3.06], [2.56, 6.13, -4.00], [3.75, 5.92, -4.69], [0.46, 4.23, -1.68], [0.67, 7.53, -2.42], [1.62, 6.82, -1.10], [-0.19, 6.76, -1.21], [0.14, 5.35, -3.36], [2.43, 4.11, -3.39], [2.94, 5.18, -2.19], [3.81, 4.94, -5.18], [4.64, 6.00, -4.04], [3.94, 6.66, -5.47], [1.12, 4.10, -0.91], [-0.40, 4.54, -1.23], [2.84, 3.99, 3.07], [1.73, 4.83, 2.49], [2.15, 6.28, 2.40], [1.01, 7.09, 2.19], [1.28, 8.45, 2.01], [1.18, 4.30, 1.23], [2.63, 2.93, 2.97], [2.78, 4.05, 4.17], [3.85, 4.28, 2.78], [0.92, 4.80, 3.22], [2.97, 6.42, 1.69], [2.61, 6.62, 3.34], [1.65, 8.97, 2.90], [0.35, 8.95, 1.74], [1.93, 8.59, 1.14], [0.26, 4.70, 1.05], [0.88, 3.34, 1.35], [4.37, -6.68, 1.22], [3.07, -6.29, 1.91], [1.85, -6.31, 1.02], [1.97, -5.50, -0.13], [0.87, -5.78, -0.99], [2.81, -7.19, 3.06], [5.18, -6.67, 1.96], [4.67, -5.90, 0.52], [4.30, -7.62, 0.68], [3.18, -5.25, 2.24], [0.95, -6.05, 1.61], [1.62, -7.35, 0.75], [1.09, -5.41, -1.99], [0.02, -5.21, -0.60], [0.66, -6.84, -1.14], [3.66, -7.25, 3.61], [2.06, -6.72, 3.57], [-1.00, 2.73, -4.74], [0.36, 2.05, -4.94], [1.31, 2.98, -5.72], [1.09, 2.81, -7.10], [2.08, 3.42, -7.87], [0.87, 1.82, -3.57], [-1.01, 3.58, -4.05], [-1.69, 2.03, -4.24], [-1.52, 3.01, -5.66], [0.24, 1.11, -5.46], [2.33, 2.71, -5.42], [1.16, 4.04, -5.47], [2.21, 4.48, -7.63], [1.86, 3.42, -8.94], [3.10, 3.01, -7.83], [0.75, 2.70, -3.05], [0.21, 1.18, -3.13]],
  "lowdin_charge": [-0.02, -0.50, -0.13, -0.18, -0.14, -0.49, -0.09, -0.04, -0.02, -0.01, -0.03, 0.07, 0.07, 0.07, 0.12, 0.12, 0.09, 0.11, 0.12, 0.12, 0.08, 0.06, 0.09, 0.08, 0.07, 0.06, 0.09, 0.07, 0.09, 0.12, -0.01, -0.49, -0.13, -0.18, -0.15, -0.43, -0.09, -0.02, 0.00, 0.00, -0.04, 0.07, 0.09, 0.06, 0.11, 0.10, 0.10, 0.11, 0.09, 0.10, 0.07, 0.07, 0.05, 0.07, 0.06, 0.07, 0.07, 0.07, 0.07, 0.06, -0.04, -0.52, -0.14, -0.16, -0.13, -0.49, -0.11, 0.00, -0.01, -0.03, -0.02, 0.08, 0.09, 0.07, 0.12, 0.11, 0.11, 0.10, 0.09, 0.11, 0.07, 0.07, 0.09, 0.07, 0.05, 0.09, 0.08, 0.08, 0.06, 0.10, -0.15, -0.19, 0.06, 0.08, 0.07, 0.03, -0.16, -0.19, 0.08, 0.05, 0.08, 0.02, -0.06, -0.37, -0.20, -0.18, -0.12, 0.05, 0.07, 0.09, 0.07, 0.14, 0.10, 0.13, 0.09, 0.09, 0.09, 0.09, 0.06, -0.07, -0.42, -0.22, -0.21, -0.08, 0.02, 0.07, 0.08, 0.07, 0.13, 0.12, 0.12, 0.09, 0.09, 0.08, 0.07, 0.06, -0.04, -0.40, -0.23, -0.16, -0.11, 0.06, 0.08, 0.06, 0.08, 0.13, 0.11, 0.13, 0.08, 0.08, 0.09, 0.03, 0.08, -0.04, -0.44, -0.20, -0.22, -0.09, 0.03, 0.08, 0.06, 0.08, 0.13, 0.13, 0.11, 0.09, 0.09, 0.08, 0.07, 0.06, -0.05, -0.45, -0.21, -0.20, -0.12, 0.06, 0.08, 0.06, 0.08, 0.11, 0.13, 0.13, 0.09, 0.09, 0.07, 0.05, 0.06, -0.03, -0.39, -0.18, -0.19, -0.11, 0.05, 0.05, 0.08, 0.06, 0.14, 0.13, 0.10, 0.09, 0.06, 0.06, 0.05, 0.04, -0.04, -0.40, -0.23, -0.15, -0.11, 0.05, 0.08, 0.08, 0.05, 0.12, 0.09, 0.11, 0.07, 0.09, 0.09, 0.04, 0.03, -0.05, -0.42, -0.21, -0.19, -0.12, 0.07, 0.07, 0.09, 0.06, 0.12, 0.12, 0.13, 0.09, 0.08, 0.09, 0.05, 0.07, -0.06, -0.44, -0.23, -0.18, -0.10, 0.05, 0.08, 0.07, 0.08, 0.13, 0.10, 0.12, 0.07, 0.08, 0.09, 0.07, 0.04, -0.06, -0.37, -0.21, -0.16, -0.14, 0.05, 0.06, 0.07, 0.08, 0.13, 0.10, 0.12, 0.09, 0.09, 0.08, 0.02, 0.05],
  "lumo_ev": 0.34,
  "energy_ha": -4574.05038,
  "total_charge": 0,
  "homo_lumo_gap_ev": 8.30
}

{
  "formula": "C69H50Cl4N9OSV",
  "method": "ωB97M-V with the def2-TZVPD basis set",
  "elements": ["V", "Cl", "C", "C", "C", "C", "C", "C", "C", "C", "C", "C", "C", "C", "C", "C", "C", "C", "Cl", "C", "C", "C", "N", "C", "C", "C", "C", "C", "C", "Cl", "C", "C", "C", "C", "C", "C", "N", "C", "C", "C", "C", "C", "N", "C", "C", "C", "C", "Cl", "C", "C", "C", "C", "N", "H", "H", "H", "H", "H", "H", "H", "H", "H", "H", "H", "H", "H", "H", "H", "H", "H", "H", "H", "H", "H", "H", "H", "H", "C", "C", "C", "C", "C", "C", "C", "C", "N", "H", "H", "H", "H", "H", "H", "O", "S", "C", "C", "C", "C", "C", "C", "C", "C", "C", "C", "C", "C", "H", "H", "H", "H", "H", "H", "H", "H", "H", "H", "C", "C", "C", "C", "N", "C", "N", "N", "N", "H", "H", "H", "H", "H", "H", "H", "H", "H", "H"],
  "coordinates": [[0.05, 0.11, 0.03], [-8.49, -2.93, -2.87], [-6.89, -2.52, -2.35], [-5.84, -2.55, -3.25], [-4.56, -2.24, -2.83], [-4.28, -1.93, -1.49], [-5.39, -1.79, -0.64], [-6.67, -2.10, -1.05], [-2.92, -1.63, -1.02], [-2.67, -1.45, 0.36], [-3.32, -2.18, 1.43], [-2.74, -1.77, 2.59], [-1.79, -0.76, 2.24], [-1.22, 0.17, 3.12], [-0.92, -0.19, 4.52], [-0.66, 0.74, 5.54], [-0.26, 0.33, 6.80], [-0.07, -1.01, 7.07], [0.47, -1.52, 8.63], [-0.29, -1.95, 6.07], [-0.70, -1.54, 4.82], [-0.88, 1.44, 2.55], [-0.38, 1.61, 1.29], [-0.27, 2.98, 1.09], [0.27, 3.61, -0.03], [0.51, 5.08, 0.03], [1.31, 5.62, 1.04], [1.60, 6.97, 1.08], [1.09, 7.80, 0.09], [1.48, 9.49, 0.10], [0.28, 7.29, -0.91], [0.00, 5.94, -0.94], [0.66, 2.93, -1.18], [1.40, 3.49, -2.28], [1.70, 2.46, -3.12], [1.11, 1.29, -2.55], [0.49, 1.59, -1.37], [1.07, 0.01, -3.13], [0.11, -0.90, -2.71], [-0.34, -2.00, -3.51], [-1.55, -2.36, -3.03], [-1.81, -1.53, -1.88], [-0.75, -0.70, -1.66], [1.85, -0.29, -4.36], [1.29, -0.01, -5.61], [1.97, -0.34, -6.77], [3.21, -0.95, -6.69], [4.06, -1.36, -8.14], [3.78, -1.22, -5.46], [3.10, -0.89, -4.29], [-0.77, 3.66, 2.24], [-1.12, 2.71, 3.15], [-1.71, -0.64, 0.88], [-6.03, -2.80, -4.29], [-3.78, -2.21, -3.57], [-5.26, -1.39, 0.35], [-7.50, -2.01, -0.37], [-4.06, -2.95, 1.30], [-3.02, -2.08, 3.58], [-0.76, 1.79, 5.35], [-0.08, 1.06, 7.57], [-0.11, -3.00, 6.27], [-0.80, -2.28, 4.04], [1.71, 4.97, 1.80], [2.23, 7.38, 1.86], [-0.11, 7.95, -1.67], [-0.65, 5.54, -1.71], [1.66, 4.53, -2.40], [2.23, 2.49, -4.05], [0.17, -2.41, -4.37], [-2.16, -3.18, -3.36], [0.32, 0.45, -5.66], [1.53, -0.14, -7.74], [4.76, -1.69, -5.41], [3.53, -1.11, -3.33], [-0.89, 4.73, 2.33], [-1.61, 2.89, 4.09], [1.12, -0.99, 1.82], [2.47, -1.39, 2.18], [3.13, -2.47, 1.58], [4.33, -2.95, 2.06], [4.93, -2.35, 3.18], [4.33, -1.22, 3.74], [3.14, -0.74, 3.24], [6.13, -2.87, 3.73], [7.11, -3.28, 4.19], [0.75, -0.32, 2.57], [0.49, -1.86, 1.64], [2.68, -2.94, 0.72], [4.81, -3.80, 1.59], [4.81, -0.74, 4.58], [2.67, 0.12, 3.70], [0.41, -2.83, -0.49], [0.37, -4.19, 0.10], [1.90, -4.99, -0.43], [2.58, -4.46, -1.51], [3.78, -5.04, -1.91], [4.28, -6.13, -1.21], [3.61, -6.63, -0.10], [2.40, -6.06, 0.29], [-0.76, -5.19, -0.91], [-1.90, -5.67, -0.28], [-2.78, -6.48, -0.98], [-2.53, -6.78, -2.31], [-1.41, -6.26, -2.95], [-0.52, -5.46, -2.24], [2.19, -3.58, -2.01], [4.31, -4.64, -2.76], [5.21, -6.59, -1.52], [4.02, -7.46, 0.46], [1.87, -6.43, 1.16], [-2.10, -5.41, 0.76], [-3.65, -6.89, -0.48], [-3.20, -7.44, -2.85], [-1.22, -6.48, -3.99], [0.36, -5.06, -2.73], [7.03, -0.01, -1.10], [6.60, 0.89, 0.07], [6.44, 0.08, 1.35], [5.31, 1.68, -0.23], [4.09, 0.89, -0.26], [2.91, 1.19, 0.30], [2.04, 0.27, -0.07], [2.72, -0.60, -0.84], [3.94, -0.23, -0.96], [7.99, -0.48, -0.87], [7.14, 0.57, -2.02], [6.30, -0.79, -1.27], [7.38, 1.64, 0.22], [5.63, -0.64, 1.24], [6.22, 0.72, 2.20], [7.35, -0.48, 1.57], [5.41, 2.18, -1.20], [5.16, 2.43, 0.54], [2.70, 2.04, 0.92]],
  "lowdin_charge": [0.88, 0.67, -0.68, -0.10, -0.02, -0.13, -0.03, -0.10, -0.03, -0.21, -0.01, 0.01, -0.25, -0.07, -0.15, -0.01, -0.10, -0.68, 0.67, -0.09, -0.03, -0.21, 0.04, -0.22, -0.06, -0.19, -0.03, -0.09, -0.67, 0.67, -0.09, -0.03, -0.23, 0.00, 0.01, -0.24, 0.03, -0.08, -0.23, 0.02, -0.02, -0.20, 0.03, -0.20, -0.02, -0.10, -0.68, 0.66, -0.10, -0.01, 0.00, -0.01, 0.06, 0.11, 0.09, 0.11, 0.11, 0.11, 0.12, 0.08, 0.11, 0.11, 0.11, 0.12, 0.11, 0.11, 0.13, 0.11, 0.11, 0.12, 0.10, 0.13, 0.11, 0.10, 0.09, 0.12, 0.10, -0.11, -0.27, -0.04, -0.03, -0.27, -0.05, -0.03, -0.21, 0.14, 0.03, 0.04, 0.06, 0.12, 0.12, 0.11, -0.50, 1.03, -0.39, -0.09, -0.06, -0.08, -0.07, -0.07, -0.35, -0.09, -0.07, -0.07, -0.07, -0.08, 0.11, 0.11, 0.10, 0.11, 0.11, 0.10, 0.11, 0.11, 0.11, 0.11, -0.08, -0.40, -0.07, -0.09, -0.06, -0.06, -0.10, 0.07, 0.11, 0.08, 0.08, 0.06, 0.13, 0.06, 0.09, 0.09, 0.13, 0.13, 0.15],
  "lumo_ev": [-1.43, -1.42],
  "energy_ha": -6410.32965,
  "total_charge": 0,
  "homo_lumo_gap_ev": [5.19, 5.21]
}